Formula: C4H4Cl2N2
Source: the Open Molecules 2025 dataset
Level of theory: ωB97M-V/def2-TZVPD

Structure (XYZ):
```
12
Properties=species:S:1:pos:R:3:forces:R:3
C -0.57597 0.80026 0.87699 1.886 2.362 -3.765
N 0.98803 -0.28974 -0.97298 -0.559 -1.165 -1.584
H 0.48104 -2.24204 -1.36711 -0.714 1.485 1.256
H -0.87973 -2.28218 0.72709 -0.615 -2.505 0.256
N -0.74865 -0.47998 1.33543 -0.199 -0.378 -1.103
H -0.45894 1.69340 1.50728 -0.273 -0.920 0.243
C 0.21403 -1.28790 -0.76915 1.393 -0.469 -1.979
C 0.72131 0.92665 -0.41320 -0.448 0.845 2.530
H 0.50854 1.77411 -1.07445 -1.169 -0.927 -0.088
Cl 2.27969 1.54315 0.13518 1.067 0.408 1.102
Cl -1.89186 1.19479 -0.35353 -0.478 0.252 0.634
C -0.63749 -1.35053 0.36846 0.108 1.013 2.497
```
Forces are in eV/Å.

Lowest unoccupied orbital energy ... -1.22 eV
HOMO energy ... -9.45 eV
SMILES ... Cl[C@H]1N=CC=N[C@@H]1Cl


Formula: C4H4Cl2S2
Source: the Open Molecules 2025 dataset
Level of theory: ωB97M-V/def2-TZVPD

Structure (XYZ):
```
12
Properties=species:S:1:pos:R:3:forces:R:3
C 0.45644 -0.74087 -0.58799 0.433 -1.134 0.198
C 0.17005 0.73372 -0.76861 0.012 -0.836 0.898
H -1.92721 0.83662 -0.23429 -1.735 -0.461 -0.664
Cl -1.77533 -2.04702 0.40641 -0.943 -0.782 -0.310
C -1.02694 0.63353 0.25045 2.800 -0.198 -0.293
S 2.17767 -1.43886 -0.34794 -1.669 -0.066 -0.672
H 0.01498 -1.33141 -1.37847 0.073 -0.025 -0.631
Cl -0.87209 1.80155 1.51061 0.001 0.653 1.017
H 2.58011 -0.32825 0.19210 0.636 0.950 0.583
C -0.56306 -0.82574 0.57290 1.108 0.258 1.137
H -0.06654 -1.09535 1.56170 -0.636 1.288 -1.133
S 0.95893 1.89433 -1.49774 -0.081 0.352 -0.130
```
Forces are in eV/Å.

Lowest unoccupied orbital energy ... -0.97 eV
HOMO energy ... -9.27 eV
SMILES ... S=C1[C@@H](S)[C@H](Cl)[C@H]1Cl


Formula: C4H4ClN
Source: the Open Molecules 2025 dataset
Level of theory: ωB97M-V/def2-TZVPD

Structure (XYZ):
```
10
Properties=species:S:1:pos:R:3:forces:R:3
H 0.40366 1.34506 0.93689 1.480 0.727 3.349
H -1.34661 1.55933 0.37240 2.014 -0.876 0.069
Cl 2.68723 -0.30234 -0.39525 -0.672 0.212 0.257
H 0.15764 1.88137 -0.50567 0.173 0.303 -1.482
C 1.09296 -0.93118 -0.23472 -2.875 2.662 -0.506
H 1.01061 -1.94281 -0.43542 0.214 -1.940 -0.082
N -2.32769 -1.53842 0.18759 1.632 0.622 -0.265
C -0.12341 -0.24268 -0.14074 3.291 -1.161 0.333
C -1.29415 -1.02591 0.02397 -2.085 -1.039 0.006
C -0.26024 1.19757 0.19095 -3.172 0.491 -1.678
```
Forces are in eV/Å.

Lowest unoccupied orbital energy ... -0.02 eV
HOMO energy ... -9.73 eV
SMILES ... C/C(C#N)=C\Cl


Formula: C4H4ClNO
Source: the Open Molecules 2025 dataset
Level of theory: ωB97M-V/def2-TZVPD

Structure (XYZ):
```
11
Properties=species:S:1:pos:R:3:forces:R:3
C -1.08213 -0.93923 0.09806 -0.225 -0.601 -1.175
O -0.57121 -0.20381 -0.92313 -0.384 -0.108 0.122
N 1.51022 0.57083 -3.38334 -0.393 -0.088 1.244
H -1.68378 -1.75294 -0.33313 0.230 0.389 0.371
C 0.68573 0.41462 -0.88171 -0.335 2.330 -0.475
H 0.60063 1.50859 -0.53705 0.155 -1.575 -0.173
Cl -0.19167 0.29274 2.36752 0.292 0.424 0.063
C -1.01444 -0.85163 1.40838 -0.490 -1.354 0.850
H 1.42457 -0.09665 -0.30064 0.298 -0.426 0.541
H -1.50114 -1.68184 1.97048 0.399 0.996 -0.418
C 1.14686 0.48972 -2.28791 0.453 0.013 -0.950
```
Forces are in eV/Å.

Lowest unoccupied orbital energy ... 0.58 eV
HOMO energy ... -9.62 eV
SMILES ... N#CCO/C=C\Cl


Formula: C4H4ClNO2
Source: the Open Molecules 2025 dataset
Level of theory: ωB97M-V/def2-TZVPD

Structure (XYZ):
```
12
Properties=species:S:1:pos:R:3:forces:R:3
H 1.15750 0.12696 -1.09684 -1.391 -2.019 -1.051
C -0.36533 -0.23166 0.27576 1.199 -3.060 3.235
N -0.16994 1.64610 1.71794 0.208 3.608 1.061
H 0.72081 -1.99773 -2.56864 -0.387 0.215 1.032
C 0.14104 -1.76686 -1.64212 0.227 -3.502 -3.303
C 0.34280 -0.68657 -0.99049 0.038 2.753 3.176
O 0.54272 1.78588 -0.45716 0.513 1.306 -0.121
O -0.72797 -0.83883 1.32800 0.271 1.092 -4.095
Cl -0.99100 -3.11744 -1.39404 0.481 1.322 0.233
C 0.04922 1.17642 0.45710 -1.427 1.557 1.924
H -0.71143 1.18159 2.46677 0.686 0.004 -1.311
H 0.01159 2.72215 1.90373 -0.420 -3.275 -0.780
```
Forces are in eV/Å.

Lowest unoccupied orbital energy ... -0.91 eV
HOMO energy ... -9.83 eV
SMILES ... NC(=O)C(=O)/C=C\Cl


Formula: C4H4ClNS
Source: the Open Molecules 2025 dataset
Level of theory: ωB97M-V/def2-TZVPD

Structure (XYZ):
```
11
Properties=species:S:1:pos:R:3:forces:R:3
C -0.99217 -1.43625 -1.45125 3.114 1.955 3.017
C -0.31463 -0.40218 -0.69487 -2.082 -3.479 -1.612
H 0.74274 0.46924 2.78963 0.838 1.183 -1.964
C 0.88444 0.83737 1.68567 0.096 1.511 0.529
H 0.22323 1.74669 1.50271 0.503 -1.401 0.272
C -0.32036 0.90309 -1.15914 -0.375 1.557 -1.259
H -1.18471 -1.55202 -2.49104 -0.408 1.244 -0.607
N -0.41575 1.96940 -1.58671 0.228 -0.080 0.250
H 1.93168 1.17351 1.34378 -1.460 -0.785 1.039
S 0.39429 -0.67898 0.88149 -0.347 -1.423 -0.148
Cl -0.94876 -3.02988 -0.82028 -0.107 -0.281 0.483
```
Forces are in eV/Å.

Lowest unoccupied orbital energy ... -0.34 eV
HOMO energy ... -8.70 eV
SMILES ... CS/C(C#N)=C\Cl


Formula: C4H4CsMgO5
Source: the Open Molecules 2025 dataset
Level of theory: ωB97M-V/def2-TZVPD

Structure (XYZ):
```
15
Properties=species:S:1:pos:R:3:forces:R:3
H 8.78856 -1.96856 2.42875 0.130 -0.063 -0.046
O 7.88669 -2.04877 2.78109 -0.003 0.507 0.131
C 0.35402 0.05335 -0.68930 0.901 0.262 0.882
Mg 2.34123 -1.23194 -0.16327 -0.786 0.595 -0.542
O 5.78789 -2.12402 2.25819 0.475 -0.281 -0.194
O 7.34998 -2.19858 0.64182 -0.891 -0.195 -1.460
H 6.54799 -2.36010 0.02873 1.326 0.295 1.049
H 5.12822 -0.98627 -0.24494 -0.207 0.841 1.019
O 0.63487 -0.93027 -1.36855 0.228 -0.775 -0.369
C 4.71238 -2.37372 1.31020 -0.793 0.360 0.219
Cs -1.00641 4.64176 2.16901 -0.060 0.043 -0.004
C 4.38328 -1.56006 0.32082 -0.029 -1.081 -0.971
O 1.03695 0.48050 0.27639 -0.092 -0.247 -0.160
C 6.99637 -2.08787 1.86535 -0.039 -0.856 0.138
H 4.20081 -3.27064 1.66025 -0.161 0.595 0.309
```
Forces are in eV/Å.

Lowest unoccupied orbital energy (spin up / spin down) ... -5.63 / -6.57 eV
HOMO energy (spin up / spin down) ... -14.33 / -16.06 eV
Multiplicity ... 2
Total charge ... +2


Formula: C4H4CuO2
Source: the Open Molecules 2025 dataset
Level of theory: ωB97M-V/def2-TZVPD

Structure (XYZ):
```
11
Properties=species:S:1:pos:R:3:forces:R:3
H -0.93562 -0.01931 -1.49253 -0.074 -1.062 -0.058
H -2.74587 0.75324 0.84084 0.141 0.041 0.271
H 0.28870 -1.84644 -1.11293 1.900 0.207 -1.499
C -1.73468 1.13473 1.07425 -0.251 1.637 -0.793
Cu 4.09524 -0.97497 -0.43853 -0.601 0.050 -0.151
H 0.13074 0.09355 1.52623 -0.006 0.462 -0.350
C -0.53073 0.40551 0.71003 2.021 -3.412 -3.393
O -1.51373 2.27805 1.44785 -0.412 -1.389 0.095
C -0.24218 -0.37108 -0.72461 -0.926 5.897 3.949
C 1.03640 -0.79379 -1.12944 -3.938 -2.882 1.694
O 2.15173 -0.65949 -0.70116 2.146 0.450 0.235
```
Forces are in eV/Å.

Lowest unoccupied orbital energy (spin up / spin down) ... -5.89 / -5.89 eV
HOMO energy (spin up / spin down) ... -13.10 / -13.15 eV
Total charge ... +1


Formula: C4H4F2
Source: the Open Molecules 2025 dataset
Level of theory: ωB97M-V/def2-TZVPD

Structure (XYZ):
```
10
Properties=species:S:1:pos:R:3:forces:R:3
H -0.99132 -0.05829 -0.93377 0.477 -1.192 0.844
H -0.39796 -0.00851 0.83187 -0.524 -1.113 -1.455
H 0.06632 -1.54614 -0.11054 -1.126 1.366 -0.561
F 1.99187 -1.54913 0.49812 -0.251 -0.031 0.310
C 3.78847 -0.19777 0.33205 -2.769 -0.637 -0.102
F 4.20466 0.87857 -0.19200 0.964 1.957 -0.816
C -0.21285 -0.45705 -0.22461 0.723 1.806 0.989
C 1.05002 0.35430 -0.48665 3.872 -3.998 2.584
C 2.25077 -0.27543 0.06672 -1.818 0.761 -1.435
H 0.95893 1.31202 -0.90974 0.452 1.080 -0.358
```
Forces are in eV/Å.

Lowest unoccupied orbital energy ... -0.87 eV
HOMO energy ... -9.51 eV


Formula: C4H4F2N2O5
Source: the Open Molecules 2025 dataset
Level of theory: ωB97M-V/def2-TZVPD

Structure (XYZ):
```
17
Properties=species:S:1:pos:R:3:forces:R:3
H 1.59651 -1.84545 -0.65077 -1.270 -0.996 -3.941
O 1.22902 2.64691 -0.56213 0.052 1.420 -1.887
C -1.76656 -0.05119 -0.17015 -1.714 -1.060 1.216
H 1.39267 -2.30080 1.04731 -1.733 -1.449 1.180
O 1.04964 1.94093 1.44063 -0.280 -0.051 2.474
H -1.38451 1.98134 -0.92003 0.305 -0.721 -0.202
F 1.68389 0.25029 -1.40826 0.330 0.461 0.248
O 1.77599 -0.41826 0.71671 -0.795 1.531 1.020
C -1.15617 0.94001 -0.67420 0.231 1.969 -0.397
O -3.59678 -1.31486 0.15754 -1.296 0.951 -0.055
N 1.30391 1.77824 0.27688 -0.039 0.738 -0.092
H 2.93611 -1.89990 0.51465 -0.337 -0.955 -0.914
O -4.04543 0.81720 -0.27885 1.662 -2.030 0.486
N -3.30988 -0.16037 -0.07079 0.079 0.374 -0.538
F -1.28319 -1.14985 0.39974 0.550 0.419 -0.524
C 1.85646 -1.77142 0.30139 4.318 1.743 3.165
C 1.71831 0.55718 -0.11968 -0.061 -2.343 -1.238
```
Forces are in eV/Å.

Lowest unoccupied orbital energy (spin up / spin down) ... -2.20 / -1.44 eV
HOMO energy (spin up / spin down) ... -8.92 / -10.74 eV


Let's list energy above the lowest of the compared OMol25 structures with the same formula, charge and spin in order: 37.6 15.3 31.6 37.9 35.2 40.8 16.0 107.3 89.6 122.2 kcal per mole.